(1)
{"formula": "C27H28N", "method": "the ωB97M-V functional and the def2-TZVPD basis", "species": ["C", "C", "C", "C", "C", "C", "N", "C", "C", "C", "C", "C", "C", "H", "H", "H", "H", "H", "H", "H", "H", "H", "H", "H", "H", "H", "H", "H", "C", "C", "C", "C", "C", "C", "C", "C", "C", "C", "C", "C", "C", "C", "C", "H", "H", "H", "H", "H", "H", "H", "H", "H", "H", "H", "H", "H"], "positions_angstrom": [[-0.341, 4.710, 3.032], [-1.510, 4.130, 2.516], [-1.499, 2.812, 2.074], [-0.314, 2.039, 2.127], [-0.314, 0.672, 1.637], [0.624, -0.270, 2.032], [0.422, -1.592, 2.023], [1.438, -2.531, 2.482], [0.825, -3.925, 2.294], [-0.613, -3.722, 1.791], [-0.857, -2.202, 1.708], [0.850, 2.629, 2.674], [0.836, 3.953, 3.106], [-0.349, 5.747, 3.375], [-2.431, 4.713, 2.458], [-2.408, 2.356, 1.677], [-1.250, 0.315, 1.202], [1.599, 0.049, 2.416], [2.371, -2.406, 1.909], [1.684, -2.349, 3.542], [1.419, -4.499, 1.577], [0.836, -4.464, 3.247], [-0.750, -4.171, 0.804], [-1.337, -4.177, 2.472], [-1.633, -1.902, 2.435], [-1.215, -1.902, 0.710], [1.762, 2.034, 2.747], [1.749, 4.400, 3.503], [1.293, -0.915, -1.632], [1.441, -2.045, -2.503], [2.558, -2.917, -2.361], [2.709, -4.035, -3.174], [1.753, -4.325, -4.163], [0.651, -3.474, -4.332], [0.496, -2.346, -3.527], [0.187, -0.073, -1.607], [0.174, 1.154, -0.935], [-0.830, 2.153, -1.218], [-0.516, 3.537, -1.218], [-1.478, 4.481, -1.556], [-2.787, 4.079, -1.864], [-3.121, 2.718, -1.839], [-2.155, 1.762, -1.537], [2.127, -0.689, -0.962], [3.297, -2.687, -1.590], [3.573, -4.687, -3.046], [1.870, -5.205, -4.796], [-0.089, -3.690, -5.104], [-0.354, -1.678, -3.683], [-0.700, -0.361, -2.181], [1.107, 1.493, -0.479], [0.505, 3.842, -0.971], [-1.213, 5.540, -1.580], [-3.542, 4.823, -2.120], [-4.141, 2.398, -2.057], [-2.410, 0.700, -1.532]], "homo_lumo_gap_ha": 0.1777, "max_force_ev_per_a": 1.40, "total_charge": 1, "lumo_energy_ev": -5.05}

=====

(2)
{"formula": "C2H10N2O2P", "method": "the ωB97M-V functional and the def2-TZVPD basis", "species": ["C", "C", "N", "N", "O", "O", "P", "H", "H", "H", "H", "H", "H", "H", "H", "H", "H"], "positions_angstrom": [[-0.120, 0.754, 2.769], [-1.494, 1.570, -0.051], [1.652, -1.457, -1.918], [-1.052, 0.071, -0.138], [-2.945, 0.330, 2.144], [0.501, -0.740, -2.175], [-1.720, 0.798, 1.575], [0.801, 0.334, 2.453], [0.126, 1.767, 2.662], [-0.505, 0.278, 3.660], [-2.333, 1.840, -0.610], [-0.765, 2.268, -0.385], [2.386, -1.168, -2.561], [1.984, -1.293, -0.959], [1.560, -2.470, -2.087], [-1.751, -0.439, -0.699], [-0.166, -0.115, -0.709]], "homo_lumo_gap_ha": 0.3713, "max_force_ev_per_a": 5.04, "total_charge": 1, "lumo_energy_ev": -3.43}

=====

(3)
{"formula": "C54H43AsBCl5CrN6OPS3", "method": "the ωB97M-V functional and the def2-TZVPD basis", "species": ["Cr", "C", "C", "N", "N", "C", "B", "N", "C", "C", "C", "N", "N", "C", "C", "C", "N", "H", "H", "H", "H", "H", "H", "H", "H", "H", "H", "Cl", "C", "C", "C", "Cl", "C", "Cl", "C", "Cl", "C", "Cl", "C", "C", "As", "C", "C", "C", "C", "C", "C", "C", "C", "C", "C", "C", "C", "P", "C", "C", "C", "C", "C", "C", "C", "C", "C", "C", "C", "C", "H", "H", "H", "H", "H", "H", "H", "H", "H", "H", "H", "H", "H", "H", "H", "H", "H", "H", "H", "H", "H", "H", "H", "H", "O", "C", "C", "C", "C", "C", "S", "C", "C", "C", "C", "S", "C", "C", "C", "C", "S", "H", "H", "H", "H", "H", "H", "H", "H", "H"], "positions_angstrom": [[-0.808, -0.044, 1.285], [-4.765, -1.746, 0.922], [-3.410, -1.777, 0.607], [-2.835, -0.602, 0.900], [-3.807, 0.178, 1.432], [-4.963, -0.481, 1.452], [-3.399, 1.501, 2.165], [-2.563, 1.059, 3.389], [-2.742, 1.262, 4.698], [-1.705, 0.665, 5.389], [-0.920, 0.086, 4.398], [-1.455, 0.304, 3.200], [-2.489, 2.319, 1.230], [-2.566, 3.609, 0.885], [-1.410, 3.968, 0.213], [-0.636, 2.816, 0.215], [-1.297, 1.825, 0.803], [-5.490, -2.531, 0.791], [-2.837, -2.585, 0.182], [-5.850, -0.015, 1.851], [-4.371, 2.125, 2.497], [-3.571, 1.856, 5.047], [-1.526, 0.669, 6.450], [0.008, -0.453, 4.499], [-3.425, 4.198, 1.170], [-1.151, 4.939, -0.174], [0.368, 2.662, -0.145], [2.624, 1.824, 1.096], [2.432, 0.257, 1.781], [1.174, -0.338, 1.842], [1.157, -1.633, 2.303], [-0.440, -2.407, 2.127], [2.241, -2.359, 2.761], [2.055, -3.991, 3.275], [3.474, -1.722, 2.739], [4.870, -2.559, 3.281], [3.570, -0.418, 2.234], [5.111, 0.340, 2.154], [-1.032, -2.057, -1.755], [-0.889, -2.368, -3.249], [0.785, -3.209, -3.891], [0.295, -5.025, -3.321], [0.833, -5.499, -2.126], [0.462, -6.740, -1.619], [-0.445, -7.528, -2.314], [-0.974, -7.073, -3.517], [-0.609, -5.829, -4.017], [0.277, -3.348, -5.770], [-0.855, -2.768, -6.335], [-1.117, -2.912, -7.696], [-0.252, -3.639, -8.501], [0.885, -4.216, -7.946], [1.150, -4.063, -6.593], [-0.088, -0.621, -1.051], [1.647, -1.156, -1.115], [1.916, -2.432, -0.616], [3.215, -2.893, -0.498], [4.274, -2.075, -0.876], [4.021, -0.794, -1.342], [2.714, -0.328, -1.447], [-0.432, 0.571, -2.389], [-1.697, 1.163, -2.360], [-2.120, 1.978, -3.398], [-1.281, 2.216, -4.479], [-0.033, 1.611, -4.530], [0.389, 0.786, -3.494], [-0.834, -2.939, -1.138], [-2.070, -1.776, -1.585], [-1.026, -1.450, -3.821], [-1.695, -3.050, -3.520], [1.570, -4.906, -1.593], [0.888, -7.092, -0.687], [-0.731, -8.498, -1.926], [-1.673, -7.689, -4.069], [-1.032, -5.487, -4.955], [-1.548, -2.199, -5.729], [-2.002, -2.456, -8.123], [-0.460, -3.755, -9.558], [1.569, -4.779, -8.569], [2.042, -4.509, -6.169], [1.099, -3.072, -0.297], [3.404, -3.884, -0.100], [5.294, -2.430, -0.786], [4.842, -0.137, -1.600], [2.546, 0.698, -1.743], [-2.360, 0.987, -1.518], [-3.098, 2.439, -3.353], [-1.604, 2.863, -5.285], [0.615, 1.769, -5.383], [1.339, 0.279, -3.583], [0.257, 2.754, 2.790], [0.618, 3.804, 3.539], [1.972, 4.362, 3.034], [2.265, 4.719, 1.750], [3.620, 5.123, 1.563], [4.343, 5.053, 2.718], [3.375, 4.493, 4.010], [-0.413, 4.974, 3.448], [-0.287, 6.236, 2.936], [-1.517, 6.968, 2.876], [-2.570, 6.249, 3.349], [-2.066, 4.692, 3.852], [0.796, 3.348, 5.006], [1.351, 2.158, 5.376], [1.426, 1.977, 6.790], [0.923, 3.044, 7.476], [0.383, 4.261, 6.402], [1.520, 4.689, 0.962], [4.037, 5.432, 0.612], [5.386, 5.291, 2.874], [0.663, 6.652, 2.632], [-1.600, 7.982, 2.503], [-3.604, 6.549, 3.443], [1.685, 1.437, 4.637], [1.831, 1.093, 7.271], [0.843, 3.178, 8.545]], "multiplicity": 4, "homo_lumo_gap_ha": [0.2318, 0.2272], "max_force_ev_per_a": 0.72, "lumo_energy_ev": [-0.27, -0.39]}

=====

(4)
{"formula": "C3H3FP2", "method": "the ωB97M-V functional and the def2-TZVPD basis", "species": ["C", "C", "C", "F", "P", "P", "H", "H", "H"], "positions_angstrom": [[0.008, 1.399, 0.071], [1.304, -0.841, -0.190], [-1.077, 0.340, -0.039], [-2.338, 0.574, 0.039], [1.690, 0.813, -0.119], [-0.373, -1.347, -0.417], [-0.262, 2.476, 0.206], [2.099, -1.499, -0.448], [-1.051, -1.914, 0.897]], "homo_lumo_gap_ha": 0.2983, "smiles": "FC1=[PH]=CP=C1", "max_force_ev_per_a": 7.06, "lumo_energy_ev": -0.62}